No. 1
{"formula": "C8H12FMnO6", "method": "ωB97M-V with the def2-TZVPD basis set", "species": ["Mn", "F", "C", "C", "C", "O", "C", "O", "O", "H", "H", "H", "H", "H", "H", "C", "C", "C", "O", "C", "O", "O", "H", "H", "H", "H", "H", "H"], "xyz": [[-7.317, 11.733, -14.870], [-8.158, 10.438, -13.714], [-11.798, 10.667, -14.928], [-12.682, 11.463, -15.901], [-12.928, 12.887, -15.400], [-12.371, 13.702, -16.434], [-11.841, 12.933, -17.425], [-11.301, 13.385, -18.382], [-11.874, 11.650, -17.068], [-11.655, 9.677, -15.366], [-12.358, 10.461, -14.012], [-10.834, 11.088, -14.652], [-13.601, 10.910, -16.081], [-12.314, 13.134, -14.533], [-13.982, 13.060, -15.193], [-8.645, 10.433, -9.544], [-9.448, 9.267, -10.089], [-8.896, 8.695, -11.417], [-8.884, 7.301, -11.147], [-9.064, 7.061, -9.838], [-8.746, 6.054, -9.290], [-9.463, 8.169, -9.166], [-9.183, 11.090, -8.866], [-8.426, 11.052, -10.423], [-7.657, 10.128, -9.200], [-10.485, 9.525, -10.311], [-7.923, 9.097, -11.699], [-9.614, 8.797, -12.230]], "forces_ev_per_angstrom": [[-1.40, -2.10, 1.70], [1.38, 2.23, -1.92], [-1.27, -1.09, -0.09], [1.73, -0.09, 1.55], [0.62, 0.00, -0.12], [-0.76, 0.14, -0.56], [0.42, 1.18, 0.49], [-0.09, -0.31, 0.01], [-0.70, -0.74, -0.57], [0.32, 0.04, -0.01], [0.04, 0.22, 0.10], [-0.04, 0.41, -0.25], [0.07, 0.04, -0.49], [-0.35, -0.27, 0.33], [0.06, 0.45, -0.26], [-0.02, 0.33, -1.21], [-0.34, 0.49, -0.13], [-0.97, -0.46, 0.65], [0.41, -0.24, -0.45], [1.41, -0.43, 1.33], [-0.72, -0.08, -0.37], [0.05, 0.18, -1.02], [0.10, -0.36, 0.37], [-0.07, 0.18, 0.01], [-0.20, -0.16, 0.44], [-0.04, 0.31, 0.47], [0.13, -0.34, 0.09], [0.22, 0.49, -0.08]], "homo_energy_ev": [-12.72, -12.72], "gap_ev": [4.1, 4.1], "charge": 1, "spin_multiplicity": 6}

---

No. 2
{"formula": "C8H12FeN2P", "method": "ωB97M-V with the def2-TZVPD basis set", "species": ["C", "C", "C", "C", "C", "Fe", "P", "H", "H", "H", "H", "H", "H", "H", "H", "N", "C", "C", "C", "N", "H", "H", "H", "H"], "xyz": [[0.214, -0.344, -2.331], [-0.962, -1.127, -2.401], [-0.712, -2.407, -1.809], [0.667, -2.463, -1.462], [1.221, -1.154, -1.676], [0.989, 1.176, 1.586], [-0.387, 2.527, 0.570], [0.336, 0.672, -2.702], [-1.865, -0.865, -2.971], [-1.464, -3.168, -1.599], [2.207, -0.811, -1.383], [1.185, -3.295, -0.983], [-1.609, 2.910, 1.197], [-0.752, 2.487, -0.792], [0.321, 3.759, 0.643], [-0.118, -1.288, 2.137], [-0.652, -1.929, 3.184], [-0.919, -0.968, 4.177], [-0.518, 0.257, 3.667], [0.033, 0.035, 2.414], [0.077, -1.713, 1.232], [-0.808, -2.996, 3.185], [-1.359, -1.157, 5.131], [-0.614, 1.236, 4.088]], "forces_ev_per_angstrom": [[0.49, -1.24, 0.86], [-0.01, -0.35, -0.05], [0.40, 0.55, -0.43], [-0.42, 1.27, 0.85], [-0.98, 0.07, -0.64], [4.40, 3.50, -2.93], [0.37, 0.65, -0.07], [0.03, -0.22, 0.10], [0.29, -0.02, 0.55], [0.24, 0.01, -0.37], [0.02, -0.17, -0.23], [-0.14, 0.17, -0.09], [-0.01, 0.17, -0.32], [-0.18, 0.28, 0.04], [-0.73, 0.16, -0.36], [-0.03, 0.44, 1.09], [-0.50, 0.60, 1.19], [0.14, -1.14, -0.63], [0.62, -1.64, -1.98], [-4.26, -3.86, 3.59], [0.27, 0.54, -0.27], [-0.09, 0.08, -0.11], [-0.14, -0.10, 0.31], [0.23, 0.25, -0.10]], "homo_energy_ev": [-1.44, -2.88], "relative_energy_kj_mol": 52.1, "gap_ev": [4.6, 6.0], "charge": -1, "spin_multiplicity": 5}

---

No. 3
{"formula": "C8H12IN2", "method": "ωB97M-V with the def2-TZVPD basis set", "species": ["C", "C", "C", "C", "C", "C", "C", "C", "N", "N", "I", "H", "H", "H", "H", "H", "H", "H", "H", "H", "H", "H", "H"], "xyz": [[1.828, 1.403, 0.228], [1.279, 1.788, -0.902], [0.213, -1.009, -0.147], [-0.786, -1.444, -0.922], [0.515, 2.214, -1.956], [-3.040, -2.167, -1.408], [2.385, 0.294, 2.435], [-2.207, -1.231, -0.581], [1.618, 0.308, 1.120], [0.983, -0.829, 0.793], [-2.694, 1.082, -0.983], [2.786, 1.779, 0.523], [-0.784, -1.568, -1.912], [0.828, 1.835, -2.903], [-0.665, 1.940, -1.782], [0.449, 3.229, -2.103], [-3.402, -2.918, -0.710], [-2.543, -2.518, -2.247], [-3.892, -1.588, -1.704], [1.922, -0.487, 2.898], [3.397, -0.146, 2.414], [2.143, 1.187, 2.968], [-2.395, -1.317, 0.499]], "forces_ev_per_angstrom": [[-0.29, -1.60, 0.04], [-0.17, -1.24, 2.18], [-0.20, -0.40, -0.04], [0.18, 2.55, 3.57], [-0.73, -1.81, -0.65], [-1.65, 1.65, 2.07], [-0.11, -0.31, -2.39], [0.68, 0.14, 1.13], [1.00, 1.61, -0.15], [-0.64, -0.45, -0.52], [-0.10, -1.24, 0.16], [0.47, 1.17, -0.24], [1.48, -1.06, -3.70], [0.13, -0.77, -0.74], [1.48, -0.10, 0.34], [-0.43, 2.87, 0.34], [0.08, -0.46, -0.38], [0.85, -0.89, -1.46], [-0.80, -0.17, -0.45], [-1.72, -1.91, 1.75], [0.09, 1.27, -0.62], [0.57, 0.62, 0.26], [-0.17, 0.54, -0.47]], "homo_energy_ev": [-12.45, -12.45], "relative_energy_kj_mol": 411.0, "gap_ev": [6.2, 6.2], "charge": 1}

---

No. 4
{"formula": "C8H12IN2", "method": "ωB97M-V with the def2-TZVPD basis set", "species": ["C", "C", "C", "C", "C", "C", "C", "C", "N", "N", "I", "H", "H", "H", "H", "H", "H", "H", "H", "H", "H", "H", "H"], "xyz": [[-0.618, -1.321, 0.515], [0.814, -1.210, 0.494], [1.527, -0.208, 0.026], [-0.220, 1.032, -0.228], [1.604, -2.395, 0.868], [1.203, 2.645, -1.527], [-2.950, -1.021, 0.464], [0.077, 2.430, -0.615], [-1.534, 0.797, -0.122], [-1.631, -0.497, 0.287], [0.447, 2.793, 1.558], [-0.942, -2.336, 0.651], [2.531, 0.128, -0.323], [1.196, -3.016, 1.660], [1.913, -2.989, -0.028], [2.788, -2.228, 1.057], [0.915, 1.994, -2.342], [2.237, 2.108, -1.151], [1.353, 3.691, -1.661], [-3.178, -1.442, 1.535], [-3.613, -0.152, 0.065], [-3.121, -1.791, -0.405], [-0.798, 2.990, -0.777]], "forces_ev_per_angstrom": [[-1.40, 0.05, -0.04], [1.60, -0.25, -0.11], [-4.56, 3.68, -1.24], [1.06, 1.33, -1.42], [4.06, -1.73, -0.49], [2.72, -2.26, 1.38], [-3.21, -0.43, -1.81], [0.86, -1.57, 2.54], [3.52, -1.26, 0.27], [2.38, -1.88, 0.89], [0.29, 0.64, -0.10], [-0.29, -0.24, 0.43], [-1.21, -0.41, 0.68], [0.05, -0.06, -0.06], [-1.44, -0.16, 0.35], [-2.86, 0.54, 0.52], [0.19, 0.66, -1.13], [-2.56, 1.67, -0.65], [0.34, 0.52, -0.82], [0.45, 1.05, -2.30], [0.74, -1.51, 1.52], [0.32, 0.92, 2.04], [-1.05, 0.68, -0.45]], "homo_energy_ev": [-12.57, -12.57], "relative_energy_kj_mol": 327.0, "gap_ev": [7.4, 7.4], "charge": 1}

---

No. 5
{"formula": "C8H12IrN2P", "method": "ωB97M-V with the def2-TZVPD basis set", "species": ["C", "C", "C", "C", "C", "Ir", "P", "H", "H", "H", "H", "H", "H", "H", "H", "N", "C", "C", "N", "C", "H", "H", "H", "H"], "xyz": [[-1.898, -1.878, 0.295], [-1.343, -2.284, -0.998], [-1.616, -1.203, -1.914], [-2.195, -0.097, -1.158], [-2.433, -0.582, 0.195], [-0.300, -0.621, -0.401], [1.581, -1.624, 0.292], [-1.877, -2.489, 1.196], [-0.884, -3.249, -1.208], [-1.458, -1.236, -2.991], [-2.861, -0.024, 1.029], [-2.469, 0.878, -1.549], [2.796, -1.180, -0.323], [1.667, -3.036, 0.083], [1.835, -1.557, 1.698], [1.769, 2.518, 1.431], [1.210, 3.203, 0.355], [0.635, 2.267, -0.458], [0.837, 1.030, 0.142], [1.508, 1.208, 1.281], [2.293, 2.893, 2.213], [1.231, 4.258, 0.237], [0.100, 2.365, -1.391], [1.874, 0.440, 1.945]], "forces_ev_per_angstrom": [[-0.16, -2.53, -0.12], [-2.40, -1.00, 0.23], [-1.21, -0.06, -0.56], [-3.01, -0.80, 0.20], [-1.34, 1.72, -1.12], [4.68, 1.10, -0.32], [2.39, -2.24, 1.11], [-0.09, 0.18, -0.31], [-0.32, 0.32, -0.08], [0.19, 0.25, 0.41], [0.12, -0.12, -0.45], [-0.11, -0.33, 0.05], [-0.25, -0.27, 0.50], [0.19, 0.55, 0.20], [0.40, -0.30, -0.57], [1.30, 4.50, 1.08], [1.35, 1.48, 1.81], [0.10, -4.89, 0.76], [-2.75, 3.90, -5.36], [1.17, -2.57, 3.10], [-0.32, 0.21, -0.54], [0.10, 0.56, 0.10], [0.01, 0.06, 0.13], [-0.07, 0.27, -0.24]], "homo_energy_ev": [-7.84, -12.84], "relative_energy_kj_mol": 20.6, "gap_ev": [5.5, 6.2], "charge": 1, "spin_multiplicity": 6}

---

No. 6
{"formula": "C8H12LiN3O2", "method": "ωB97M-V with the def2-TZVPD basis set", "species": ["Li", "N", "C", "C", "C", "O", "O", "H", "H", "H", "H", "H", "H", "N", "C", "C", "C", "N", "C", "C", "H", "H", "H", "H", "H", "H"], "xyz": [[0.961, -0.073, -0.110], [2.958, 0.115, -0.837], [3.893, -0.133, 0.297], [3.390, 0.507, 1.590], [2.221, -0.318, 2.158], [2.459, -1.112, 3.061], [1.093, -0.127, 1.569], [3.247, -0.432, -1.640], [3.045, 1.086, -1.120], [4.895, 0.228, 0.060], [3.963, -1.212, 0.441], [3.064, 1.532, 1.385], [4.194, 0.527, 2.323], [-5.097, -0.005, -0.612], [-3.736, -0.036, -0.680], [-3.026, 0.829, -1.521], [-1.654, 0.739, -1.569], [-0.933, -0.135, -0.857], [-1.619, -0.952, -0.041], [-2.990, -0.946, 0.077], [-5.604, 0.741, -1.051], [-5.574, -0.535, 0.093], [-3.547, 1.564, -2.123], [-1.095, 1.402, -2.221], [-1.029, -1.628, 0.568], [-3.480, -1.628, 0.761]], "forces_ev_per_angstrom": [[0.02, 0.08, -0.86], [-0.07, -0.02, 0.20], [-0.10, 0.05, -0.02], [-0.09, -0.05, -0.12], [-0.11, 0.03, 0.05], [-0.09, 0.06, -0.07], [0.24, -0.17, 0.77], [-0.01, -0.02, -0.01], [0.03, 0.02, 0.00], [0.05, 0.04, -0.04], [0.00, -0.03, -0.03], [0.04, 0.01, 0.04], [0.05, -0.01, -0.01], [0.05, -0.05, -0.06], [0.01, 0.03, 0.02], [-0.09, 0.01, -0.02], [0.09, -0.12, -0.04], [-0.03, 0.01, 0.19], [0.04, 0.06, -0.04], [-0.07, -0.01, -0.01], [-0.01, 0.02, 0.02], [-0.01, 0.02, 0.03], [0.03, -0.03, 0.01], [-0.02, 0.00, 0.03], [0.00, 0.05, -0.01], [0.04, 0.01, -0.03]], "homo_energy_ev": -8.08, "relative_energy_kj_mol": 0.0, "gap_ev": 8.3}

---

No. 7
{"formula": "C8H12N2", "method": "ωB97M-V with the def2-TZVPD basis set", "species": ["C", "C", "C", "N", "C", "C", "C", "N", "C", "C", "H", "H", "H", "H", "H", "H", "H", "H", "H", "H", "H", "H"], "xyz": [[-2.192, -1.525, 0.595], [-1.441, -1.006, -0.631], [-0.271, -0.080, -0.364], [0.822, -0.788, -0.292], [1.922, -0.122, -0.032], [3.213, -0.962, 0.063], [1.935, 1.236, 0.098], [0.823, 2.051, 0.070], [-0.300, 1.356, -0.145], [-1.657, 2.082, 0.017], [-2.486, -0.734, 1.225], [-1.555, -2.233, 1.174], [-3.170, -2.063, 0.128], [-1.104, -1.788, -1.239], [-2.188, -0.420, -1.198], [3.075, -1.755, 0.892], [3.459, -1.486, -0.879], [4.052, -0.312, 0.283], [3.021, 1.710, 0.201], [-2.361, 1.471, 0.577], [-1.442, 3.092, 0.411], [-2.156, 2.275, -0.954]], "forces_ev_per_angstrom": [[-0.90, -2.50, -1.81], [-1.68, 2.94, 0.39], [-0.99, 0.12, 0.32], [0.01, -0.13, 0.06], [2.32, -0.83, -0.17], [-0.83, -0.58, 0.82], [1.98, 2.60, 0.13], [0.62, -2.31, -0.23], [-0.84, -0.55, 0.42], [1.01, 0.31, -1.25], [-0.54, 0.91, 0.83], [-0.67, 0.34, -0.40], [2.24, 1.02, 1.59], [0.55, -1.15, -0.82], [0.18, -0.31, -0.09], [0.35, 1.27, -1.31], [-0.43, 0.20, 0.40], [0.17, -0.04, 0.28], [-2.73, -0.61, -0.05], [0.12, 0.29, 0.39], [-0.32, -0.70, 0.29], [0.38, -0.28, 0.23]], "homo_energy_ev": -9.12, "relative_energy_kj_mol": 108.2, "gap_ev": 9.8, "smiles": "CCc1nc(C)cnc1C"}

---

No. 8
{"formula": "C8H12N2O", "method": "ωB97M-V with the def2-TZVPD basis set", "species": ["C", "N", "C", "C", "O", "H", "H", "H", "H", "H", "H", "H", "C", "C", "C", "N", "C", "C", "H", "H", "H", "H", "H"], "xyz": [[-2.848, -1.351, -0.526], [-2.503, -0.281, 0.389], [-1.542, 0.648, 0.035], [-1.294, 1.775, 1.047], [-0.895, 0.562, -0.986], [-2.098, -1.358, -1.332], [-2.811, -2.341, -0.034], [-3.852, -1.215, -0.945], [-3.087, -0.114, 1.183], [-1.880, 1.710, 1.969], [-1.526, 2.749, 0.536], [-0.233, 1.813, 1.277], [1.363, 0.028, -1.030], [2.600, 0.682, -1.116], [3.543, 0.327, -0.128], [3.266, -0.482, 0.892], [2.060, -1.097, 0.996], [1.144, -0.982, -0.033], [0.741, 0.121, -1.906], [2.790, 1.290, -1.979], [4.586, 0.650, -0.161], [2.245, -1.699, 1.789], [0.232, -1.435, 0.062]], "forces_ev_per_angstrom": [[0.11, -0.56, -0.05], [0.82, 0.33, -0.71], [-0.75, 0.11, 1.21], [-0.48, 0.63, -0.89], [-1.65, 0.59, 0.00], [-0.43, 0.09, 0.27], [-0.03, 0.49, -0.09], [0.21, 0.00, -0.04], [-0.01, 0.11, 0.23], [0.10, -0.11, -0.21], [0.12, -0.90, 0.46], [0.10, -0.17, 0.06], [2.09, -1.52, -0.42], [-0.52, -1.53, 1.30], [-0.32, 0.10, -0.04], [0.43, 0.78, -0.53], [2.14, 2.36, -3.37], [1.67, 2.55, 0.24], [0.01, -0.16, 0.43], [0.34, 0.35, -0.02], [-0.31, 0.23, -0.08], [-1.48, -2.42, 2.45], [-2.15, -1.36, -0.18]], "homo_energy_ev": -9.06, "relative_energy_kj_mol": 118.9, "gap_ev": 9.8, "smiles": "CNC(C)=O.c1ccncc1"}

---

No. 9
{"formula": "C8H12N2O", "method": "ωB97M-V with the def2-TZVPD basis set", "species": ["C", "C", "C", "C", "C", "C", "C", "C", "N", "N", "O", "H", "H", "H", "H", "H", "H", "H", "H", "H", "H", "H", "H"], "xyz": [[0.987, 2.734, 2.285], [-0.353, 3.069, -0.666], [1.151, 2.456, 0.922], [-0.600, 1.068, 0.468], [-1.191, -0.841, -1.006], [-0.203, -1.293, 1.377], [1.157, -0.262, -0.640], [-0.209, -0.338, 0.083], [1.005, 2.933, 3.409], [0.744, 3.342, -0.044], [-1.045, 1.929, -0.478], [-0.768, 3.686, -1.555], [2.174, 2.178, 0.714], [-1.095, 1.357, 1.417], [-1.081, -0.188, -1.901], [-2.207, -0.928, -0.602], [-1.147, -1.958, -1.223], [0.018, -2.377, 1.125], [0.486, -0.784, 2.025], [-1.217, -1.455, 1.920], [1.376, -1.298, -1.171], [2.065, 0.039, -0.145], [1.148, 0.449, -1.512]], "forces_ev_per_angstrom": [[0.09, 0.32, 0.12], [1.39, 1.62, -0.90], [-1.23, -2.34, -1.24], [1.94, 1.95, 2.80], [-0.67, -1.33, 0.30], [-1.69, -0.39, -1.12], [0.49, -1.93, -2.51], [-0.29, -1.08, -0.10], [-0.30, 0.12, 1.20], [-2.69, 0.89, -1.85], [-0.21, -0.15, -1.27], [0.76, -1.02, 1.90], [0.21, -0.63, 0.12], [0.27, -1.04, -0.37], [-0.53, -0.82, 0.50], [-0.17, 1.16, -0.14], [1.16, 1.34, -0.18], [0.57, 1.52, 0.09], [0.48, -0.51, 0.78], [1.42, 1.05, -1.05], [-0.40, 1.89, 1.20], [-0.03, -0.15, 1.01], [-0.54, -0.47, 0.72]], "homo_energy_ev": -8.72, "relative_energy_kj_mol": 389.7, "gap_ev": 9.1}

---

No. 10
{"formula": "C8H12N2O", "method": "ωB97M-V with the def2-TZVPD basis set", "species": ["C", "C", "C", "C", "C", "C", "C", "C", "N", "N", "O", "H", "H", "H", "H", "H", "H", "H", "H", "H", "H", "H", "H"], "xyz": [[1.114, 3.285, -1.624], [1.912, 3.257, -0.572], [-0.815, -2.168, -0.343], [-0.948, -1.816, 1.134], [0.427, -1.516, -0.945], [-0.991, -0.302, 1.321], [0.381, -0.001, -0.777], [0.259, 0.335, 0.722], [0.506, 3.128, -2.621], [0.315, 1.761, 0.858], [-0.640, 2.375, 1.268], [2.046, 3.960, 0.222], [-0.759, -3.252, -0.463], [-1.702, -1.819, -0.879], [-1.858, -2.258, 1.544], [-0.098, -2.222, 1.690], [1.323, -1.908, -0.455], [0.491, -1.752, -2.008], [-1.868, 0.121, 0.824], [-1.059, -0.051, 2.384], [1.276, 0.465, -1.187], [-0.484, 0.408, -1.303], [1.172, -0.029, 1.211]], "forces_ev_per_angstrom": [[0.06, -0.57, -0.99], [-0.14, 0.76, 0.44], [0.26, -0.16, 0.13], [-0.21, 0.15, -0.14], [-0.25, 0.09, -0.12], [0.26, -0.08, 0.19], [0.22, 0.02, 0.24], [-1.07, -1.01, 0.01], [-0.25, 0.14, -0.05], [0.33, 1.89, 0.39], [0.46, -1.11, -0.35], [0.42, -0.13, 0.39], [-0.07, 0.00, -0.06], [-0.05, -0.02, -0.05], [0.06, -0.05, 0.07], [-0.01, -0.08, 0.02], [0.03, -0.04, -0.05], [0.11, -0.04, 0.00], [-0.01, -0.01, 0.05], [-0.06, 0.05, -0.09], [-0.02, 0.02, -0.05], [-0.01, 0.07, -0.03], [-0.03, 0.11, 0.03]], "homo_energy_ev": [-8.60, -9.09], "relative_energy_kj_mol": 44.4, "gap_ev": [8.6, 7.6], "spin_multiplicity": 3}

---

Number 1: electronic energy -2014.0089 Eh. Number 2: electronic energy -2026.4021 Eh. Number 3: electronic energy -718.7198 Eh. Number 4: electronic energy -718.7518 Eh. Number 5: electronic energy -866.6318 Eh. Number 6: electronic energy -634.4271 Eh. Number 7: electronic energy -421.5190 Eh. Number 8: electronic energy -496.7473 Eh. Number 9: electronic energy -496.6441 Eh. Number 10: electronic energy -496.5655 Eh.